No. 1
This record from the Open Molecules 2025 dataset describes a cluster of 2 separate species, C2H3ClO2S in total. The level of theory is wB97M-V/def2-TZVPD.

Structure (XYZ):
```
9
C2H3ClO2S wB97M-V/def2-TZVPD
C -0.568 -0.496 -0.910
C 0.139 -0.192 0.293
O -1.324 1.960 0.276
O -0.024 -0.624 1.501
S -0.246 1.376 -0.507
Cl 3.141 -0.262 -0.163
H 0.019 -0.676 -1.797
H -1.503 -1.045 -0.868
H 0.365 -0.041 2.176
```

Computed properties:
- Max |F|: 1.7 eV/A
- ΔE to the lowest compared entry with this formula, charge and spin: 3.839 eV
- Frontier orbital gap (spin up / spin down): 6.55 / 6.56 eV
- Spin multiplicity: 1
- LUMO level (spin up / spin down): -2.31 / -2.31 eV

No. 2
This record from the Open Molecules 2025 dataset describes the molecule C2H3ClO2S. The level of theory is wB97M-V/def2-TZVPD.

Structure (XYZ):
```
9
C2H3ClO2S wB97M-V/def2-TZVPD
O -2.074 1.497 0.877
S -1.822 0.402 0.004
O -2.832 -0.080 -0.860
C -0.117 0.110 -0.456
C -0.665 -0.751 0.640
Cl -0.738 -2.423 0.160
H 0.266 1.121 -0.158
H 0.450 -0.241 -1.327
H -0.143 -0.859 1.672
```

Computed properties:
- Structure (SMILES): O=S1(=O)C[C@@H]1Cl
- Max |F|: 3.7 eV/A
- ΔE to the lowest compared entry with this formula, charge and spin: 2.532 eV
- Frontier orbital gap: 10.96 eV
- Spin multiplicity: 1
- LUMO level: 0.61 eV

No. 3
This record from the Open Molecules 2025 dataset describes a cluster of 2 separate species, C2H3ClS in total. The level of theory is wB97M-V/def2-TZVPD.

Structure (XYZ):
```
7
C2H3ClS wB97M-V/def2-TZVPD
C -0.652 1.009 -0.137
C 0.254 0.052 -0.717
S -1.323 -0.613 -0.801
Cl 2.130 -1.621 1.203
H -0.869 0.971 0.921
H -0.966 1.916 -0.537
H 1.426 -1.714 0.069
```

Computed properties:
- Max |F|: 2.6 eV/A
- ΔE to the lowest compared entry with this formula, charge and spin: 2.839 eV
- Frontier orbital gap: 8.76 eV
- Spin multiplicity: 1
- LUMO level: -0.71 eV

No. 4
This record from the Open Molecules 2025 dataset describes the molecule C2H3ClS. The level of theory is wB97M-V/def2-TZVPD.

Structure (XYZ):
```
7
C2H3ClS wB97M-V/def2-TZVPD
S -2.141 -0.043 -0.142
C -0.642 0.313 -0.401
C 0.483 -0.277 0.368
Cl 2.099 0.265 -0.231
H -0.408 1.127 -1.197
H 0.392 -0.031 1.399
H 0.217 -1.354 0.205
```

Computed properties:
- Structure (SMILES): S=CCCl
- Max |F|: 3.8 eV/A
- ΔE to the lowest compared entry with this formula, charge and spin: 0.384 eV
- Frontier orbital gap: 8.76 eV
- Spin multiplicity: 1
- LUMO level: -0.39 eV

No. 5
This record from the Open Molecules 2025 dataset describes a structure of composition C2H3ClS2. The level of theory is wB97M-V/def2-TZVPD.

Structure (XYZ):
```
8
C2H3ClS2 wB97M-V/def2-TZVPD
C -1.236 -0.248 -0.320
C 2.478 0.101 0.690
S -0.922 1.121 -1.003
S -2.706 -0.977 0.116
Cl 1.570 1.235 -0.086
H 2.806 -0.505 -0.167
H 1.850 -0.333 1.475
H -3.840 -0.395 -0.705
```

Computed properties:
- Max |F|: 2.6 eV/A
- ΔE to the lowest compared entry with this formula, charge and spin: 4.866 eV
- Frontier orbital gap (spin up / spin down): 7.12 / 7.73 eV
- Spin multiplicity: 1
- LUMO level (spin up / spin down): -1.39 / -0.44 eV

No. 6
This record from the Open Molecules 2025 dataset describes a cluster of 2 separate species, C2H3ClS2 in total. The level of theory is wB97M-V/def2-TZVPD.

Structure (XYZ):
```
8
C2H3ClS2 wB97M-V/def2-TZVPD
C -2.876 0.824 -0.272
C 0.045 -0.824 0.719
S -4.039 -0.115 0.025
S -0.400 -1.124 -1.152
Cl 1.652 -0.200 0.767
H 0.740 -0.673 -1.615
H -0.651 -0.094 0.906
H -0.188 -1.629 1.246
```

Computed properties:
- Max |F|: 5.6 eV/A
- ΔE to the lowest compared entry with this formula, charge and spin: 2.707 eV
- Frontier orbital gap: 9.08 eV
- Spin multiplicity: 1
- LUMO level: -0.20 eV